The following is a DFT calculation (wB97M-V/def2-TZVPD) of a cluster of 5 separate species, C18H44F6N4O10S2 in total at a distorted geometry.

Atoms and positions in Å:
O 2.41750 1.14230 -2.82569
H 2.94667 1.48332 -3.55046
H 2.39597 0.18265 -2.84093
H 1.52132 1.47563 -2.91134
C 5.07154 1.22780 -8.84697
F 6.26018 1.30908 -9.42459
F 4.16834 0.90289 -9.76164
F 5.09776 0.34557 -7.86022
S 4.58406 3.02913 -8.19247
O 5.11680 4.01588 -9.15954
O 3.09766 3.08454 -8.19025
N 5.22461 3.06991 -6.55535
S 6.33950 4.13416 -6.64758
O 7.45773 3.69504 -7.44710
O 5.85403 5.53666 -6.79470
C 6.93261 4.05170 -4.83841
F 7.21628 2.76358 -4.57885
F 7.97278 4.87733 -4.65257
F 5.84826 4.34803 -4.06655
C 5.57955 -5.36394 -1.12707
C 4.49291 -5.66495 -2.17414
C 4.09814 -7.15327 -2.25225
O 3.27274 -7.33134 -3.40543
C 2.68136 -8.67537 -3.52604
N 3.30726 -4.88532 -1.90190
H 6.42759 -6.04735 -1.17018
H 5.16145 -5.49988 -0.12966
H 5.89569 -4.32091 -1.11101
H 4.89718 -5.42535 -3.15764
H 3.59359 -7.42671 -1.32556
H 4.92340 -7.84531 -2.41991
H 1.75752 -8.51371 -4.08146
H 2.41902 -8.98308 -2.51382
H 3.39628 -9.39111 -3.93188
H 2.87851 -5.06552 -1.00536
H 2.65757 -5.39072 -2.48719
C -0.80475 -0.49642 -4.64589
O -1.07953 0.59345 -3.78569
C -2.22611 1.34981 -4.12612
C -2.67981 2.17429 -2.88906
N -1.67348 3.15464 -2.50126
C -2.06491 3.80710 -1.29237
C -1.09798 4.84942 -0.73469
O -1.49695 5.25015 0.55984
C -0.59593 6.19235 1.16343
H 0.19413 -0.82907 -4.36360
H -0.81444 -0.20967 -5.69745
H -1.49637 -1.32065 -4.47155
H -3.05709 0.71224 -4.42795
H -2.00774 2.05250 -4.93024
H -2.79943 1.47757 -2.05937
H -3.60941 2.59457 -3.27289
H -1.72633 3.90403 -3.17631
H -2.20949 3.10740 -0.46917
H -3.06339 4.21471 -1.45045
H -1.20362 5.67523 -1.43823
H -0.15661 4.31768 -0.59625
H 0.26822 5.61386 1.49006
H -1.07940 6.67909 2.01044
H -0.25138 7.04927 0.58459
C -1.50882 0.11068 5.67561
O -2.27328 -0.70026 6.58610
C -3.49061 -0.08428 6.99491
C -4.39680 -0.91234 7.81718
N -5.25310 -0.20389 8.68374
C -6.04451 -1.12127 9.46769
C -7.19761 -0.39430 10.11399
O -7.74385 -1.17198 11.14594
C -8.79431 -0.46434 11.84368
H -1.16438 0.98946 6.22076
H -2.15758 0.37284 4.83984
H -0.58461 -0.34540 5.32073
H -3.96995 0.29479 6.09234
H -3.26145 0.75265 7.65457
H -3.88520 -1.73439 8.31779
H -5.03777 -1.53129 7.18936
H -5.75454 0.50311 8.16528
H -5.48698 -1.58500 10.28146
H -6.36730 -1.92749 8.80898
H -7.88968 -0.07345 9.33540
H -6.78037 0.47736 10.61819
H -9.72408 -0.32328 11.29256
H -8.38482 0.48713 12.18298
H -9.07997 -1.02002 12.73683

Atoms 1-6, force components in eV/Å:
0.2 0.1 0.6
0.9 0.5 -0.9
0.1 -1.0 0.0
-1.5 0.6 0.0
0.0 2.2 0.3
-0.1 -0.3 0.2

Values from the calculation:
maximum force = 4.53 eV/Å
energy relative to the best compared isomer or geometry (same formula, charge and spin) = 613.00 kJ/mol
2S+1 = 1
gap between HOMO and LUMO = 5.937 eV


The following is a DFT calculation (wB97M-V/def2-TZVPD) of a structure of composition C18H44FNO8Y at a distorted geometry.

Atoms and positions in Å:
Y -0.50273 -2.26616 -1.81708
C -4.66248 -1.10848 0.21063
C -4.17237 0.38339 -0.05701
C -4.62095 1.14141 1.30562
C -4.05446 2.57259 1.33338
C -2.59084 2.45163 1.31425
C -1.92062 1.72265 0.09013
N -2.68776 0.44277 -0.21996
O -2.11753 -0.26529 -1.26202
C -0.40530 1.44612 0.45539
C -1.92919 2.81082 -0.95553
C -4.93342 0.87697 -1.22868
H -5.57844 -0.99601 0.79069
H -3.94060 -1.70544 0.76797
H -4.97266 -1.66266 -0.67524
H -4.37440 0.59605 2.21660
H -5.69082 1.21292 1.10970
H -4.44964 3.13879 2.17680
H -4.39688 3.00616 0.39377
H -2.37609 1.94640 2.25591
H -2.15823 3.41689 1.57734
H -0.11953 2.01304 1.34141
H 0.18417 1.71215 -0.42203
H -0.26488 0.36907 0.54673
H -1.68186 2.45491 -1.95566
H -1.32736 3.69396 -0.74116
H -2.89371 3.22327 -1.25162
H -4.74687 1.91488 -1.50443
H -6.01130 0.90891 -1.06975
H -4.91147 0.28460 -2.14340
F 1.18976 -1.52103 -0.56036
C 2.10168 3.47203 -2.74635
C 2.55733 2.19224 -3.45264
C 1.90938 0.99119 -2.87148
O 2.38575 2.38107 -4.81591
H 1.06244 3.67646 -3.00382
H 2.64066 4.35114 -3.09956
H 2.28131 3.37967 -1.67523
H 3.61543 2.06565 -3.22351
H 0.85146 0.86569 -3.10204
H 1.96784 0.93789 -1.78435
H 2.24497 0.03260 -3.26718
H 2.39196 3.31413 -5.04162
C -0.12455 -4.89226 0.12433
C -0.67254 -3.67764 0.95106
O -1.55717 -2.75770 0.19853
O 0.48840 -4.38174 -1.02039
H -1.11059 -5.28175 -0.12892
H 0.40277 -5.68330 0.65752
H 0.14223 -3.11303 1.40436
H -1.22479 -4.02894 1.82268
H -1.78922 -2.10862 0.86671
H 1.10194 -5.04401 -1.34685
C 4.90899 -0.87356 -0.55895
C 6.20497 -1.60543 -0.25619
O 6.19386 -1.95801 1.11423
O 3.79756 -1.54155 0.05975
H 4.75490 -0.68076 -1.62064
H 4.80889 0.18827 -0.33399
H 7.00900 -0.96492 -0.61868
H 6.24567 -2.50194 -0.87482
H 6.98987 -2.48889 1.19260
H 3.09171 -1.63203 -0.58461
C 1.88995 -0.40165 4.23357
C 1.09542 -0.69706 2.92815
O 2.00621 -0.80604 1.90889
O 2.98607 -1.36496 4.40993
H 1.25817 -0.34462 5.11997
H 2.40005 0.55520 4.12256
H 0.48639 0.16167 2.64572
H 0.75850 -1.69309 3.21538
H 1.54861 -0.79458 1.06505
H 3.01671 -1.46232 5.36449

Atoms 1-6, force components in eV/Å:
-0.1 4.0 3.9
0.1 1.0 -0.3
0.6 -1.6 1.7
0.3 0.6 -2.2
-1.4 -1.2 -1.2
1.3 -0.6 1.6

Values from the calculation:
maximum force = 5.62 eV/Å
net charge = +1
2S+1 = 1
gap between HOMO and LUMO = 4.322 eV